178
Properties=species:S:1:pos:R:3:forces:R:3 method="wB97M-V/def2-TZVPD" charge=0 gap_ev=9.7 e_lumo_ev=0.38 e_tot_ev=-95986.5673 relative_energy_ev=2.818 e_homo_ev=-9.36 smiles=COC[C@H](C)N.COCCOCCOC.COCCOCCOC.COCCOCCOC.COCCOCCOC.COCCOCCOC.COCCOCCOC.COCCOCCOC
C -2.742384 -4.149168 1.286005 0.34 0.51 0.16
O -3.252684 -4.424248 2.558775 -1.63 -0.61 1.56
C -4.483784 -5.239798 2.666245 2.28 -0.86 -0.57
C -5.845334 -4.607758 2.367585 1.58 0.45 -0.26
O -6.841234 -5.602338 2.305445 0.07 0.33 -0.89
C -7.192324 -6.168418 1.021855 -0.96 -0.80 0.03
C -6.460334 -7.486778 0.620525 0.40 0.62 1.38
O -6.778494 -8.631098 1.407875 -0.28 -0.13 -0.71
C -6.252124 -8.657188 2.737345 -0.41 0.24 -1.07
H -1.733434 -3.795318 1.497935 -0.10 0.67 -0.21
H -3.383304 -3.397178 0.825745 0.36 0.15 -0.52
H -2.512734 -4.960368 0.595115 -0.79 -0.71 0.12
H -4.484904 -5.771538 3.617745 0.06 0.81 0.58
H -4.153544 -6.080108 2.055575 -1.11 -0.17 -0.87
H -5.705034 -3.942618 1.515535 -0.50 -0.49 -0.92
H -6.048534 -3.843008 3.117235 -0.47 -0.51 0.62
H -7.236844 -5.484938 0.173925 1.01 0.58 0.09
H -8.265374 -6.337658 1.111425 -0.08 -0.61 0.33
H -5.398234 -7.266028 0.726895 0.37 -0.08 0.00
H -6.588894 -7.752358 -0.428775 -0.52 0.09 0.09
H -5.173164 -8.519708 2.666175 0.14 0.48 0.42
H -6.402874 -9.654738 3.149975 -0.32 0.10 -0.10
H -6.813004 -7.890748 3.272205 0.62 -0.08 0.65
C 1.380336 9.374592 4.918235 -0.09 -0.61 -1.56
O 1.065406 8.271672 3.973705 -1.19 0.89 1.02
C 1.019236 6.935732 4.535035 1.92 0.79 0.39
C 0.376016 5.804092 3.758015 0.52 1.36 -0.34
O 1.261916 5.359422 2.732315 -0.25 -0.43 0.51
C 0.639576 4.410312 1.900805 -0.88 -0.49 -0.84
C 0.152786 3.081922 2.540745 0.06 1.42 -1.59
O 1.285466 2.380612 3.029975 -1.38 -0.05 2.23
C 1.126716 2.349312 4.459255 0.72 -0.88 1.03
H 2.416586 9.301002 5.248185 -0.15 -0.34 0.52
H 0.645166 9.601472 5.690335 0.00 -1.03 0.43
H 1.344436 10.321772 4.380035 0.06 -0.32 -0.77
H 0.659226 6.870712 5.561815 -0.48 0.61 0.08
H 2.085546 6.722832 4.610885 0.21 -0.74 0.22
H -0.567704 6.157932 3.342935 -0.27 -0.17 -0.21
H 0.182636 5.046772 4.517725 -0.06 -0.35 -0.20
H 1.237526 4.149442 1.027595 1.09 -0.04 0.54
H -0.149254 4.904942 1.334065 -0.94 0.08 0.43
H -0.360954 2.533092 1.751465 0.43 -0.36 -0.42
H -0.696764 3.205202 3.212425 0.54 0.15 0.66
H 1.738536 1.607852 4.973085 0.71 -0.28 -0.79
H 0.157436 2.028192 4.840685 -0.57 0.18 -0.73
H 1.378876 3.258372 5.005265 0.01 0.56 -0.59
C 3.250726 1.942032 -2.402275 0.94 0.38 1.29
O 2.327446 2.150692 -3.402145 -0.50 0.51 -0.40
C 2.332086 1.064702 -4.281635 -1.10 0.12 -1.22
C 1.801026 1.543902 -5.654185 0.58 -0.09 -0.60
O 2.310926 0.806812 -6.780605 0.43 -0.97 1.25
C 3.725786 1.012452 -7.025955 -1.54 0.98 -2.44
C 4.176896 0.159122 -8.234275 0.06 -1.12 -0.20
O 3.616306 0.503982 -9.512825 -0.48 0.65 1.50
C 3.508216 -0.541868 -10.434365 -0.10 0.12 -0.55
H 4.264166 1.869272 -2.796925 0.24 -0.44 -0.25
H 3.020466 1.066222 -1.795615 0.09 -0.19 0.08
H 3.332366 2.802642 -1.738365 -0.55 0.12 0.02
H 1.615256 0.307182 -3.964755 0.30 -0.42 0.46
H 3.342956 0.661402 -4.341585 -0.02 -0.23 -0.25
H 1.997656 2.611272 -5.755025 0.47 0.22 -0.07
H 0.716516 1.478182 -5.741365 0.07 -0.37 0.22
H 4.413256 0.926592 -6.184455 -0.24 -0.21 0.09
H 3.626276 2.032122 -7.398085 1.28 0.51 0.16
H 3.991596 -0.893418 -8.019945 -0.80 -0.25 0.14
H 5.256106 0.077842 -8.363925 0.45 0.91 0.34
H 4.432726 -0.634118 -11.004345 0.31 -0.49 0.15
H 2.758396 -0.293248 -11.185395 -0.17 0.36 0.15
H 3.169066 -1.482208 -9.999805 0.32 -0.15 0.25
C 3.566666 -1.190068 4.622705 1.36 0.81 0.30
O 2.809046 -2.104458 5.326685 0.06 -1.14 -0.82
C 1.408266 -2.011738 5.157225 0.63 0.24 1.27
C 0.774376 -3.251148 5.707185 -1.72 -1.23 -0.60
O 0.872236 -4.524408 4.987175 0.08 0.86 0.95
C 0.608676 -4.479128 3.581655 1.67 -0.46 0.71
C 1.954596 -4.170138 2.908735 -0.04 0.27 -0.94
O 2.858646 -5.261678 3.059675 1.38 0.02 -0.23
C 4.227176 -5.026108 2.551185 -1.29 0.34 0.42
H 3.558216 -0.202908 5.084805 -0.52 0.46 0.00
H 3.384976 -1.081418 3.553455 -0.48 -0.24 -0.14
H 4.615956 -1.461058 4.739575 0.04 -0.40 -0.13
H 1.054096 -1.749748 4.160215 0.29 0.07 -0.22
H 1.174816 -1.225468 5.875125 -0.99 0.43 -0.22
H -0.299304 -3.085558 5.796075 -0.40 0.52 -0.38
H 0.993596 -3.350478 6.770285 0.93 -0.69 -0.25
H -0.241694 -3.840218 3.343395 0.29 0.40 -0.19
H 0.343706 -5.483148 3.250235 -0.15 -0.17 0.36
H 2.357726 -3.238338 3.305375 0.26 -0.14 0.13
H 1.807266 -4.011708 1.840425 -0.21 0.12 -0.33
H 4.240326 -4.665928 1.522495 -0.37 -0.02 -0.21
H 4.830966 -5.932978 2.584625 -0.58 -0.24 0.20
H 4.764526 -4.279048 3.135355 -0.24 0.17 0.32
C -2.015624 -1.688038 3.485145 0.17 0.62 -0.46
O -1.882544 -0.261778 3.652925 0.78 -0.38 0.17
C -3.055204 0.285932 4.160675 -1.13 0.33 0.68
C -3.111344 1.805022 4.364395 1.60 -0.49 -1.64
O -2.905074 2.473012 3.111515 -1.34 0.72 -0.67
C -4.085924 2.664602 2.288885 -0.51 0.37 1.06
C -5.165154 3.614982 2.906285 -0.58 0.42 -1.42
O -4.702154 4.905752 3.222155 0.18 -0.22 0.81
C -4.369224 5.065152 4.572605 0.88 1.02 0.10
H -1.934294 -2.279998 4.396785 0.08 0.35 0.32
H -1.213724 -1.971348 2.803395 -0.05 -0.05 0.03
H -2.974794 -1.942988 3.034495 -0.05 0.10 -0.14
H -3.260704 -0.154878 5.136155 -0.28 -0.24 0.24
H -3.853214 0.017452 3.468425 -0.48 -0.08 0.04
H -2.218404 2.159082 4.879565 -0.27 -0.21 0.78
H -4.041744 2.082092 4.860055 0.05 0.04 0.06
H -4.519124 1.687702 2.074175 -0.23 -0.04 -0.11
H -3.801604 3.118852 1.339715 0.50 -0.11 0.19
H -5.870234 3.185602 3.618045 0.71 -0.25 1.02
H -5.926094 3.958312 2.205425 0.16 -1.08 -1.25
H -3.307204 4.866482 4.716585 0.08 -0.72 0.33
H -5.029974 4.509632 5.238125 0.12 -0.12 0.07
H -4.420204 6.127122 4.812855 -0.47 0.10 -0.02
C 5.902976 4.749812 1.619005 1.48 -0.64 0.29
O 5.647426 3.371652 1.879805 -0.40 0.81 -0.11
C 4.257066 3.115542 1.780065 0.52 -2.17 -0.07
C 4.030106 1.574982 1.802695 -0.57 0.37 -0.32
O 4.637566 0.849392 0.725605 0.25 0.60 0.27
C 5.909416 0.276142 1.060845 -0.45 -0.28 -0.69
C 6.538616 -0.389918 -0.196575 -0.56 1.15 0.91
O 5.802256 -1.522428 -0.532625 -0.57 0.56 2.68
C 6.253256 -2.332708 -1.539585 -0.10 0.47 -0.77
H 5.402666 5.440962 2.297315 -0.60 -0.09 -0.21
H 5.801016 4.977162 0.557865 -0.57 0.19 -0.01
H 6.963206 4.884622 1.833115 0.13 -0.01 0.00
H 3.878716 3.439172 0.810415 -0.16 0.51 0.01
H 3.739456 3.546732 2.636955 -0.35 0.24 -0.20
H 2.957736 1.397632 1.721075 -0.10 0.23 -0.33
H 4.219066 1.157252 2.791585 0.80 -0.14 0.10
H 5.664616 -0.466548 1.820175 0.58 -0.30 0.19
H 6.563476 1.054192 1.454485 0.17 -0.07 0.02
H 7.600296 -0.580598 -0.039815 0.18 -0.46 0.36
H 6.537316 0.382022 -0.966115 -0.32 0.09 -0.53
H 5.796466 -1.831648 -2.393045 0.39 -0.95 -1.11
H 5.871616 -3.332898 -1.334435 0.01 0.00 -0.42
H 7.341156 -2.341428 -1.606635 0.18 -0.12 -0.13
C -2.618424 -1.650898 -11.276455 0.13 0.46 0.29
O -2.475964 -0.564098 -10.358875 0.67 -0.59 0.61
C -1.466714 -0.901248 -9.372595 -0.70 0.20 0.26
C -1.194144 0.210562 -8.370415 0.59 0.53 -1.72
O -2.351914 0.589072 -7.727185 -0.84 0.06 1.98
C -2.207214 1.698182 -6.820745 0.24 0.21 -1.64
C -3.435244 1.967622 -5.995475 0.70 -1.17 -0.16
O -3.475124 0.874112 -5.057405 -0.24 0.68 0.02
C -4.304284 1.139642 -3.959345 -0.24 0.86 0.66
H -1.677144 -1.766178 -11.813865 0.12 -0.37 -0.09
H -3.398724 -1.467868 -12.015195 -0.03 0.48 0.22
H -2.901234 -2.564548 -10.753605 0.20 -0.20 0.09
H -0.530234 -1.189238 -9.850265 0.19 0.18 -0.25
H -1.749894 -1.752058 -8.752885 -0.55 -0.41 -0.25
H -0.800754 1.063122 -8.924035 0.19 0.41 -0.22
H -0.366324 -0.106238 -7.736025 -0.06 -0.24 0.48
H -1.945574 2.538762 -7.463455 -0.35 0.58 -0.10
H -1.360144 1.689002 -6.134815 0.16 -0.97 0.14
H -4.347704 2.045572 -6.586615 -0.14 -0.26 -0.05
H -3.246584 2.948172 -5.558425 -0.15 0.02 0.66
H -4.018114 2.061402 -3.452815 0.22 0.50 -0.13
H -4.227624 0.429942 -3.135605 0.10 -0.65 -0.63
H -5.348624 1.284522 -4.235875 -0.22 -0.29 -0.17
C -1.583784 -0.050088 -1.527765 2.09 -0.65 -0.44
C -1.230814 -0.403998 -0.036145 -1.68 -0.71 -0.69
C 0.180576 -0.310668 0.563385 0.73 -0.44 -1.20
O 0.902596 -1.521968 0.300425 -3.73 -1.01 -0.14
C 2.244736 -1.548258 0.381495 1.81 1.54 0.05
N -2.255724 0.296122 0.728245 0.28 0.55 0.48
H -0.814894 -0.470298 -2.176095 0.26 -0.44 -0.05
H -1.540634 0.979012 -1.884425 -0.32 0.46 0.83
H -2.497224 -0.511568 -1.902915 -0.15 0.09 0.64
H -1.469314 -1.466198 0.018025 -0.04 -0.25 0.11
H 0.167916 -0.197798 1.647445 -0.27 0.52 0.10
H 0.674916 0.515432 0.052235 0.52 0.41 0.31
H 2.644916 -1.280308 1.359335 -0.02 -0.02 0.57
H 2.571766 -0.730788 -0.261065 1.06 -0.26 -0.41
H 2.650486 -2.530148 0.137855 -0.17 0.14 -0.37
H -2.108824 0.173572 1.719965 0.02 -0.39 0.36
H -2.022084 1.274992 0.642665 -0.33 0.56 -0.28